Record 1
A single C21H27NO3 molecule at a distorted geometry, computed with wB97M-V/def2-TZVPD.

## Properties
2S+1: 1
HOMO energy, eV: -8.882
Energy relative to the best compared isomer or geometry (same formula, charge and spin), kcal per mole: 526.3
M, g/mol: 341.45
Electronic energy, eV: -29827.7091
Net charge: 0
Gap between HOMO and LUMO, eV: 8.143
LUMO, eV: -0.7

Last column: Löwdin charge in e.
Geometry (Å):
C (3.33690, -0.52585, 3.19843)  0.038
C (2.41548, -1.59509, 3.04145)  -0.098
C (1.00839, -2.46267, 2.95846)  -0.226
C (0.66824, -3.05213, 1.46691)  -0.201
C (0.76415, -1.96164, 0.24741)  -0.109
C (-0.72548, -1.53622, -0.38302)  -0.329
N (-1.36160, -0.86846, 0.81314)  -0.030
C (-2.34630, 0.21542, 0.43979)  -0.219
C (-3.73764, -0.33930, -0.26437)  -0.186
C (-4.95254, 0.80694, -0.17664)  -0.245
C (-4.37200, 2.34621, -0.04915)  -0.174
C (-1.55665, -2.87966, -0.93167)  -0.079
O (-0.67100, -3.30416, -2.05662)  -0.086
C (-0.26299, -2.07872, -2.79382)  -0.183
O (0.32325, -2.06903, -4.02063)  -0.017
C (-0.64260, -0.76771, -1.82690)  -0.123
C (0.25167, 0.59474, -1.99764)  -0.072
C (1.87526, 0.37592, -1.95363)  -0.225
O (2.57406, -0.56970, -2.58639)  -0.024
C (2.75463, 1.47904, -1.05545)  -0.068
C (2.25630, 3.04065, -0.81678)  -0.039
C (3.03858, 4.16428, 0.08547)  -0.078
C (4.43612, 3.73620, 0.82876)  -0.073
C (5.01385, 2.20561, 0.58913)  -0.069
C (4.20294, 1.07659, -0.33723)  0.006
H (4.05756, 0.38142, 3.48604)  0.055
H (1.18705, -3.41414, 3.65706)  0.116
H (0.08597, -1.89671, 3.45871)  0.121
H (-0.40166, -3.57408, 1.55305)  0.117
H (1.43658, -3.94594, 1.28039)  0.130
H (1.26984, -0.94032, 0.57658)  0.121
H (1.46723, -2.42319, -0.57815)  0.132
H (-0.67098, -0.56773, 1.53538)  0.104
H (-1.86866, 1.11505, -0.17506)  0.104
H (-2.69566, 0.71068, 1.46857)  0.130
H (-3.63255, -0.59119, -1.40209)  0.088
H (-4.17543, -1.28145, 0.31776)  0.124
H (-5.63248, 0.61344, 0.77070)  0.109
H (-5.61281, 0.79755, -1.17120)  0.112
H (-5.19463, 3.18072, -0.15421)  0.077
H (-3.88851, 2.51144, 1.02845)  0.075
H (-3.49972, 2.58943, -0.81474)  0.077
H (-1.66728, -3.79294, -0.20830)  0.135
H (-2.62081, -2.67340, -1.38529)  0.128
H (-1.67009, -0.43872, -2.33765)  0.156
H (0.00453, 1.01984, -3.08553)  0.155
H (-0.00573, 1.45980, -1.25301)  0.096
H (1.24549, 3.38215, -1.34271)  0.087
H (2.52747, 5.23777, 0.18620)  0.093
H (4.96295, 4.55047, 1.49606)  0.084
H (6.03524, 1.95091, 1.14210)  0.085
H (4.66609, 0.00789, -0.46812)  0.098

Record 2
A molecular structure, C21H27NOP2Sn at a distorted geometry, computed with wB97M-V/def2-TZVPD.

## Properties
2S+1: 1
HOMO energy (spin up / spin down), eV: -13.062 / -13.063
Energy relative to the best compared isomer or geometry (same formula, charge and spin), kcal per mole: 71.8
M, g/mol: 490.11
Electronic energy, eV: -50143.5558
Net charge: +2
Gap between HOMO and LUMO (spin up / spin down), eV: 5.778 / 5.638
LUMO (spin up / spin down), eV: -7.3 / -7.4

Last column: Löwdin charge in e.
Geometry (Å):
C (-2.55161, -3.03072, -0.44798)  -0.037
C (-1.38842, -2.29487, -0.66861)  -0.219
C (-1.51750, -1.00494, -1.29664)  -0.210
C (-2.75096, -0.32158, -1.09631)  -0.143
C (-3.91318, -1.07056, -0.88371)  -0.005
C (-3.80973, -2.43772, -0.62238)  -0.039
C (-2.65797, 1.16900, -0.97400)  -0.060
C (-1.65090, 1.70374, -1.94759)  -0.140
C (-0.47135, 0.91944, -2.11500)  -0.208
C (0.75546, 1.63638, -2.33496)  -0.217
C (0.68103, 2.91304, -2.88862)  -0.027
C (-0.56325, 3.55302, -3.04727)  -0.031
C (-1.71612, 2.97289, -2.52018)  -0.011
H (-2.46272, -4.07506, -0.12766)  0.127
H (-4.88443, -0.57390, -0.95471)  0.131
H (-4.70851, -3.04870, -0.52161)  0.123
H (-3.63351, 1.65257, -1.08179)  0.139
H (1.60508, 3.40917, -3.19206)  0.124
H (-0.60899, 4.51447, -3.55261)  0.121
H (-2.68338, 3.48631, -2.56456)  0.132
N (-0.47094, -0.43543, -1.95884)  0.203
Sn (0.31265, 0.63296, 1.77849)  1.006
C (-0.03606, -2.73712, -0.15324)  -0.244
H (0.74051, -2.47722, -0.89084)  0.096
H (-0.04128, -3.82291, 0.04231)  0.115
C (2.05480, 1.03842, -1.84991)  -0.260
H (2.09578, -0.02200, -2.14885)  0.096
H (2.90685, 1.59894, -2.26788)  0.108
P (0.43346, -1.93803, 1.47124)  0.785
P (2.26690, 1.08490, 0.00909)  0.747
C (2.98632, 2.73666, 0.26801)  -0.236
H (3.30836, 2.83524, 1.31353)  0.054
H (3.85884, 2.86336, -0.39001)  0.074
H (2.24730, 3.51748, 0.04924)  0.064
C (3.74388, 0.02763, 0.16148)  -0.242
H (4.58732, 0.52431, -0.33998)  0.076
H (3.99531, -0.12249, 1.21779)  0.049
H (3.56950, -0.94894, -0.30796)  0.048
C (-0.69453, -2.73138, 2.65749)  -0.227
H (-0.72934, -3.81179, 2.45148)  0.077
H (-0.32513, -2.57118, 3.68077)  0.068
H (-1.70835, -2.31847, 2.57787)  0.061
C (2.01204, -2.76539, 1.81867)  -0.225
H (2.46185, -2.34833, 2.72760)  0.057
H (1.81029, -3.83466, 1.97905)  0.081
H (2.71303, -2.65027, 0.98271)  0.048
C (1.89520, 0.77959, 3.63929)  -0.073
O (2.66293, 0.90985, 4.47938)  0.171
H (-2.22302, 1.38154, 0.08816)  0.103
C (-1.64770, 1.29357, 2.36629)  -0.280
H (-1.65657, 1.38509, 3.46137)  0.023
H (-2.40992, 0.57840, 2.02961)  0.012
H (-1.78933, 2.27571, 1.89483)  0.017

Record 3
2 unconnected molecules or ions with the total composition C21H28BBr2ClNO12S2 at a distorted geometry, computed with wB97M-V/def2-TZVPD.

## Properties
2S+1: 1
HOMO energy, eV: -7.277
Energy relative to the best compared isomer or geometry (same formula, charge and spin), kcal per mole: 249.7
M, g/mol: 756.66
Electronic energy, eV: -223242.4774
Net charge: -1
Gap between HOMO and LUMO, eV: 8.475
LUMO, eV: 1.2

Last column: Löwdin charge in e.
Geometry (Å):
C (1.37524, -0.08442, 6.04475)  -0.184
C (0.45584, 0.20021, 4.67666)  -0.632
Br (-0.86626, 1.68100, 4.76709)  0.715
C (0.63241, -0.64953, 3.47546)  -0.477
Br (1.99843, -2.15177, 3.69952)  0.717
C (-0.21034, -0.49260, 2.04324)  -0.387
C (-1.64029, -1.23735, 2.30442)  -0.024
C (-2.94264, -0.30313, 2.56666)  -0.233
O (-3.40781, 0.46845, 1.54276)  -0.068
N (-3.79894, -0.24548, 3.81453)  -0.177
C (-4.31920, 1.13335, 4.12266)  -0.139
C (-3.21101, -0.96219, 4.99467)  -0.146
C (-0.24621, 0.99688, 1.41629)  -0.124
C (-0.28441, 1.14471, -0.20184)  -0.241
C (-1.28132, 0.15048, -1.01847)  -0.166
C (-2.12396, 1.02296, -2.17017)  -0.634
C (-1.07014, 1.28511, -3.44182)  -0.141
Cl (-3.62191, 0.13014, -2.80745)  0.513
C (1.26865, 0.83298, -0.73884)  -0.237
C (2.30910, 2.07091, -0.46919)  -0.208
C (1.90210, 3.48696, -1.20365)  -0.241
C (2.80332, 4.66365, -0.42931)  -0.539
S (4.67062, 4.35481, -0.60658)  0.594
S (1.79776, -0.67261, 0.31368)  0.830
O (2.40408, -1.69491, -0.72233)  -0.351
O (2.97164, -0.17136, 1.18019)  -0.380
O (0.52399, -1.42790, 1.12248)  -0.296
H (1.20498, -1.16643, 6.46160)  0.073
H (2.50767, 0.12259, 5.72801)  0.091
H (1.11431, 0.73648, 6.86694)  0.075
H (-1.86904, -1.88890, 1.33016)  0.158
H (-1.43543, -2.05378, 3.15199)  0.137
H (-3.62300, 2.02183, 3.81634)  0.065
H (-4.69103, 1.18971, 5.25504)  0.105
H (-5.31527, 1.26941, 3.47853)  0.107
H (-3.57382, -0.51151, 6.03917)  0.105
H (-3.58087, -2.08409, 4.97066)  0.104
H (-2.04370, -0.99507, 5.05119)  0.053
H (0.74075, 1.55939, 1.78768)  0.131
H (-1.12801, 1.68249, 1.84057)  0.112
H (-0.62575, 2.25560, -0.44602)  0.138
H (-1.96729, -0.54138, -0.37578)  0.102
H (-0.59062, -0.58278, -1.65970)  0.107
H (-2.42131, 2.08110, -1.76571)  0.101
H (-0.30818, 0.39418, -3.58612)  0.072
H (-1.66812, 1.36209, -4.46336)  0.085
H (-0.40012, 2.24754, -3.25619)  0.074
H (1.29742, 0.49937, -1.86835)  0.147
H (2.45391, 2.33737, 0.68545)  0.116
H (3.37209, 1.76285, -0.86140)  0.116
H (2.14156, 3.52351, -2.34952)  0.117
H (0.77977, 3.81062, -1.04122)  0.106
H (2.47837, 5.74184, -0.75307)  0.079
H (2.56997, 4.54889, 0.73321)  0.085
H (5.24912, 4.09841, 0.65439)  -0.128
B (1.01913, -3.61085, -5.36090)  -0.926
O (0.01531, -4.65549, -5.13431)  0.244
C (-0.95851, -4.10496, -4.39597)  -0.383
O (-1.95610, -4.70224, -4.02535)  0.137
C (-0.64352, -2.72790, -4.11887)  -0.365
O (-1.32673, -1.95097, -3.47176)  0.096
O (0.52986, -2.40679, -4.68196)  0.243
O (2.32593, -4.01635, -4.83343)  0.244
C (3.18160, -4.00606, -5.86514)  -0.389
O (4.36361, -4.29621, -5.77610)  0.135
C (2.49513, -3.60747, -7.06606)  -0.390
O (2.99211, -3.49995, -8.17550)  0.132
O (1.20508, -3.36540, -6.79456)  0.240

Record 4
A molecular structure, C21H28BiClN3O2 at a distorted geometry, computed with wB97M-V/def2-TZVPD.

## Properties
2S+1: 1
HOMO energy, eV: -0.294
Energy relative to the best compared isomer or geometry (same formula, charge and spin), kcal per mole: 125.2
M, g/mol: 598.91
Electronic energy, eV: -49152.6379
Net charge: -1
Gap between HOMO and LUMO, eV: 3.174
LUMO, eV: 2.9

Last column: Löwdin charge in e.
Geometry (Å):
Bi (0.00000, 0.00000, 0.00000)  1.251
Cl (1.59580, -0.20410, -1.74560)  -0.130
N (0.08470, 2.04170, -0.05640)  -0.130
N (-0.03300, -2.04090, 0.16610)  -0.139
C (-0.85110, 2.83160, -0.42760)  -0.340
C (-0.84590, -2.85660, -0.39230)  -0.344
C (1.17170, 2.84890, 0.56630)  -0.516
C (0.43630, 4.17490, 0.80400)  -0.064
C (2.30300, 3.00220, -0.43880)  -0.045
C (1.64950, 2.20410, 1.85050)  -0.093
H (1.91460, 3.05550, -1.45480)  0.075
H (2.97190, 2.14900, -0.38550)  0.064
H (2.86230, 3.91500, -0.23370)  0.078
H (0.90340, 2.28970, 2.63540)  0.062
H (2.57920, 2.66720, 2.18050)  0.088
H (1.84580, 1.14590, 1.68400)  0.020
C (0.89750, -2.81790, 1.03760)  -0.517
C (0.64580, -4.24390, 0.52660)  -0.074
C (0.46040, -2.65880, 2.48630)  -0.071
C (2.33460, -2.38350, 0.84550)  -0.069
H (2.60990, -2.37460, -0.20430)  0.047
H (2.99830, -3.05300, 1.39270)  0.083
H (2.48130, -1.37610, 1.22780)  0.059
H (-0.58020, -2.94800, 2.61790)  0.094
H (0.55040, -1.62490, 2.80350)  -0.027
H (1.08270, -3.28290, 3.12740)  0.084
O (-0.62520, -4.16860, -0.17530)  0.010
H (0.55020, -4.97940, 1.31910)  0.121
H (1.39850, -4.56730, -0.19200)  0.124
O (-0.69900, 4.13170, -0.10800)  0.022
H (1.02780, 5.05200, 0.56130)  0.121
H (0.04090, 4.25650, 1.81610)  0.127
C (-2.09070, 2.44810, -1.15630)  -0.047
C (-2.04100, -2.51210, -1.21430)  -0.046
C (-1.85400, -1.24120, -1.98870)  -0.268
H (-2.88100, -2.40970, -0.52390)  0.133
H (-2.26440, -3.35950, -1.85690)  0.115
C (-2.15490, -0.03120, -1.35430)  -0.181
C (-1.88960, 1.19970, -1.96300)  -0.272
H (-2.69420, -0.04710, -0.41760)  0.091
C (-1.32570, 1.22420, -3.23640)  -0.246
C (-1.06490, 0.00970, -3.86280)  -0.066
C (-0.92890, 2.50910, -3.89320)  -0.036
C (-1.28730, -1.22460, -3.26060)  -0.260
H (-0.60410, 0.02620, -4.84220)  0.102
C (-0.83710, -2.48030, -3.93720)  -0.043
H (-0.51100, -2.28070, -4.95420)  0.072
H (-1.62210, -3.23580, -3.98340)  0.073
H (0.00800, -2.91850, -3.40490)  0.084
H (-1.73210, 3.24660, -3.88290)  0.074
H (-0.64310, 2.34690, -4.92890)  0.073
H (-0.07350, 2.95590, -3.38540)  0.081
H (-2.40360, 3.29530, -1.76280)  0.119
H (-2.86680, 2.29350, -0.40420)  0.135
N (0.00000, 0.00000, 3.26100)  -0.055
C (0.00000, 0.00000, 2.00000)  -0.601

What did the first record say?
A single C21H27NO3 molecule at a distorted geometry, computed with wB97M-V/def2-TZVPD.

## Properties
2S+1: 1
HOMO energy, eV: -8.882
Energy relative to the best compared isomer or geometry (same formula, charge and spin), kcal per mole: 526.3
M, g/mol: 341.45
Electronic energy, eV: -29827.7091
Net charge: 0
Gap between HOMO and LUMO, eV: 8.143
LUMO, eV: -0.7

Last column: Löwdin charge in e.
Geometry (Å):
C (3.33690, -0.52585, 3.19843)  0.038
C (2.41548, -1.59509, 3.04145)  -0.098
C (1.00839, -2.46267, 2.95846)  -0.226
C (0.66824, -3.05213, 1.46691)  -0.201
C (0.76415, -1.96164, 0.24741)  -0.109
C (-0.72548, -1.53622, -0.38302)  -0.329
N (-1.36160, -0.86846, 0.81314)  -0.030
C (-2.34630, 0.21542, 0.43979)  -0.219
C (-3.73764, -0.33930, -0.26437)  -0.186
C (-4.95254, 0.80694, -0.17664)  -0.245
C (-4.37200, 2.34621, -0.04915)  -0.174
C (-1.55665, -2.87966, -0.93167)  -0.079
O (-0.67100, -3.30416, -2.05662)  -0.086
C (-0.26299, -2.07872, -2.79382)  -0.183
O (0.32325, -2.06903, -4.02063)  -0.017
C (-0.64260, -0.76771, -1.82690)  -0.123
C (0.25167, 0.59474, -1.99764)  -0.072
C (1.87526, 0.37592, -1.95363)  -0.225
O (2.57406, -0.56970, -2.58639)  -0.024
C (2.75463, 1.47904, -1.05545)  -0.068
C (2.25630, 3.04065, -0.81678)  -0.039
C (3.03858, 4.16428, 0.08547)  -0.078
C (4.43612, 3.73620, 0.82876)  -0.073
C (5.01385, 2.20561, 0.58913)  -0.069
C (4.20294, 1.07659, -0.33723)  0.006
H (4.05756, 0.38142, 3.48604)  0.055
H (1.18705, -3.41414, 3.65706)  0.116
H (0.08597, -1.89671, 3.45871)  0.121
H (-0.40166, -3.57408, 1.55305)  0.117
H (1.43658, -3.94594, 1.28039)  0.130
H (1.26984, -0.94032, 0.57658)  0.121
H (1.46723, -2.42319, -0.57815)  0.132
H (-0.67098, -0.56773, 1.53538)  0.104
H (-1.86866, 1.11505, -0.17506)  0.104
H (-2.69566, 0.71068, 1.46857)  0.130
H (-3.63255, -0.59119, -1.40209)  0.088
H (-4.17543, -1.28145, 0.31776)  0.124
H (-5.63248, 0.61344, 0.77070)  0.109
H (-5.61281, 0.79755, -1.17120)  0.112
H (-5.19463, 3.18072, -0.15421)  0.077
H (-3.88851, 2.51144, 1.02845)  0.075
H (-3.49972, 2.58943, -0.81474)  0.077
H (-1.66728, -3.79294, -0.20830)  0.135
H (-2.62081, -2.67340, -1.38529)  0.128
H (-1.67009, -0.43872, -2.33765)  0.156
H (0.00453, 1.01984, -3.08553)  0.155
H (-0.00573, 1.45980, -1.25301)  0.096
H (1.24549, 3.38215, -1.34271)  0.087
H (2.52747, 5.23777, 0.18620)  0.093
H (4.96295, 4.55047, 1.49606)  0.084
H (6.03524, 1.95091, 1.14210)  0.085
H (4.66609, 0.00789, -0.46812)  0.098

Question: Which of these has the highest M?
Answer: C21H28BBr2ClNO12S2

Question: The highest net charge belongs to which entry?
Answer: C21H27NOP2Sn